Computed, not measured: a single C22H28N2O2S molecule, with ωB97M-V/def2-TZVPD.

Computed properties:
**Gap between HOMO and LUMO**: 8.563 eV
**Structure (SMILES)**: CCc1cccc(NC(=O)CCSCCC(=O)Nc2cccc(CC)c2)c1
**Highest occupied orbital energy**: -8.22 eV
**F_max**: 0.6 eV/Å

Positions of all 55 atoms, in Å:
C -0.737 -4.805 0.454
C -2.105 -4.120 0.463
C -2.062 -2.817 -0.286
C -2.310 -2.776 -1.652
C -2.267 -1.573 -2.333
C -1.971 -0.394 -1.674
C -1.698 -0.427 -0.312
N -1.371 0.710 0.433
C -1.321 2.007 0.048
O -1.571 2.413 -1.066
C -0.878 2.986 1.139
C -1.238 2.677 2.587
S -0.394 1.247 3.362
C 1.162 1.919 4.059
C 2.073 2.695 3.119
C 2.276 2.200 1.685
O 2.664 2.981 0.841
N 1.990 0.896 1.462
C 1.853 0.236 0.228
C 1.581 -1.128 0.254
C 1.391 -1.814 -0.930
C 1.463 -1.149 -2.140
C 1.737 0.212 -2.179
C 1.784 0.952 -3.484
C 0.376 1.371 -3.912
C 1.932 0.898 -0.990
C -1.748 -1.639 0.371
H 0.006 -4.172 0.933
H -0.781 -5.752 0.987
H -0.419 -4.998 -0.569
H -2.839 -4.783 0.003
H -2.408 -3.941 1.497
H -2.550 -3.688 -2.179
H -2.474 -1.549 -3.393
H -1.955 0.545 -2.199
H -1.124 0.504 1.394
H 0.200 3.110 1.020
H -1.330 3.947 0.880
H -1.022 3.537 3.221
H -2.300 2.439 2.674
H 0.882 2.553 4.902
H 1.653 1.029 4.455
H 1.719 3.725 3.020
H 3.064 2.753 3.579
H 1.752 0.323 2.259
H 1.515 -1.646 1.201
H 1.180 -2.871 -0.908
H 1.308 -1.691 -3.061
H 2.407 1.841 -3.378
H 2.221 0.314 -4.256
H -0.242 0.492 -4.080
H 0.417 1.950 -4.832
H -0.090 1.977 -3.139
H 2.146 1.954 -1.013
H -1.548 -1.656 1.434

Cartesian forces, eV/Å:
-0.2 0.0 0.1
0.2 0.0 0.0
-0.1 0.0 0.1
0.0 0.0 0.0
0.0 -0.1 0.0
0.0 0.2 -0.1
-0.1 -0.1 -0.3
-0.1 -0.3 0.4
0.1 0.4 0.4
0.0 0.1 -0.3
0.0 0.1 -0.1
0.3 -0.3 0.2
-0.2 0.1 0.6
-0.5 -0.1 -0.3
0.1 0.0 -0.1
0.1 0.1 0.6
0.0 0.1 -0.2
0.2 -0.4 0.1
0.0 -0.2 -0.2
0.1 0.1 0.0
0.0 0.0 0.0
0.0 0.0 0.0
0.1 -0.2 0.1
-0.2 0.0 -0.1
0.2 0.1 0.0
0.0 0.2 0.0
-0.1 0.0 -0.1
0.1 0.0 0.0
0.1 -0.1 0.0
0.1 0.0 -0.1
-0.1 0.0 0.1
-0.1 0.0 0.0
-0.1 -0.1 -0.1
0.0 0.0 -0.1
0.0 0.0 0.0
0.1 0.1 -0.2
-0.1 0.1 0.0
0.0 -0.1 -0.1
-0.1 0.1 0.0
0.0 0.1 0.1
0.1 -0.1 0.0
0.0 0.0 0.1
0.1 -0.1 -0.1
0.0 0.1 0.0
0.0 0.3 -0.2
0.0 -0.1 0.1
0.0 -0.1 0.0
0.0 -0.1 -0.1
0.1 0.0 0.0
0.1 0.0 0.0
-0.1 -0.1 0.0
-0.1 0.0 -0.1
-0.1 0.0 0.1
0.0 0.0 0.0
0.0 0.0 0.2

Mulliken atomic charge list, values in e, 4 entries: C -0.959; C -1.045; C 0.414; C -0.485